ORCA calculation (ωB97M-V/def2-TZVPD) on a molecular structure, CH3O7PS at a distorted geometry.

Calculated values
Molar mass, g mol⁻¹: 190.07
Relative energy (zero: lowest compared OMol25 entry of this formula, charge and spin), kJ/mol: 0.9
Net charge: -2

CARTESIAN COORDINATES (ANGSTROEM)
O1 -0.09634 1.64585 -2.80481
O2 -1.22947 0.08067 2.26177
O3 -1.88098 -1.57068 0.37939
C1 0.73585 -0.86091 0.79280
O4 -0.88186 -0.13547 -1.16317
S1 -0.97642 -0.39575 0.33397
O5 1.60991 0.04632 -1.60265
O6 -1.34138 0.86116 1.02935
H1 1.14662 -0.21535 1.68821
O7 0.54817 1.91940 -0.29984
P1 0.45746 1.07380 -1.56447
H2 0.68301 -1.90290 1.15863
H3 1.22543 -0.54617 -0.20918

Atom charges from the Löwdin analysis, given in e for atoms 1 to 5: O -0.3975; O -0.3501; O -0.3766; C -0.1565; O -0.3658

ORCA calculation (ωB97M-V/def2-TZVPD) on a molecular structure, C17H22ClKLiNO5PS2 at a distorted geometry.

Calculated values
Molar mass, g mol⁻¹: 496.96
Net charge: +1

CARTESIAN COORDINATES (ANGSTROEM)
H1 -8.14894 0.69685 -3.81720
H2 -5.03103 0.69325 0.27435
C1 3.14594 3.11751 -2.25339
K1 -6.19221 4.03236 -3.32004
C2 -4.55505 1.18828 -1.98417
O1 3.32929 -1.62413 5.26201
Li1 -1.21811 3.39495 -3.45937
C3 3.12103 2.63534 -0.77810
C4 -6.11339 1.42682 -2.29796
H3 1.07356 2.00837 2.06924
H4 -6.43627 2.37728 -1.70784
H5 -6.74202 0.55518 -1.87297
C5 -1.93358 1.05090 -2.71916
O2 -7.88649 1.62296 -4.03527
H6 -3.68648 1.64696 -4.15143
H7 3.18033 -4.28178 6.18562
C6 -1.55299 0.60608 -1.27260
C7 2.02500 2.69234 -3.23902
H8 -0.15807 0.12353 0.20707
H9 4.00468 -1.47282 1.79534
H10 3.93116 2.94469 -0.01710
H11 -5.87263 0.90527 -4.49546
C8 -2.70105 0.50559 -0.17671
H12 4.37310 -5.54749 5.81939
C9 1.96049 1.67240 -0.31592
C10 3.77816 -4.48737 2.66551
H13 -2.40407 0.20998 0.89588
H14 4.00902 3.78491 -2.57570
H15 4.67862 -4.39684 7.13786
H16 3.34419 -4.45958 1.66579
S1 -0.50701 1.18878 -3.91486
P1 4.08096 -2.58639 4.42840
O3 4.94005 -3.66553 5.23556
H17 4.85763 -4.34657 2.58379
H18 4.15744 -0.17514 3.01613
Cl1 -4.76193 -1.13013 -2.17807
C11 -3.42397 1.34518 -3.08438
H19 3.57491 -5.46040 3.11521
C12 4.67899 -0.98712 2.50604
C13 0.83581 1.18805 -1.29606
N1 -0.19277 0.26240 -0.81255
C14 -6.42832 1.70564 -3.88153
O4 5.16285 -1.93501 3.44367
O5 3.16466 -3.47624 3.45364
H20 5.52702 -0.57596 1.95744
C15 0.87681 1.73878 -2.77811
H21 -6.03056 2.78098 -4.11350
C16 4.24749 -4.51211 6.14313
H22 2.06369 3.07208 -4.31454
C17 -4.18439 0.78292 -0.48305
S2 2.03846 1.16400 1.48500

Atom charges from the Löwdin analysis, given in e for atoms 1 to 5: H 0.1228; H 0.1114; C -0.0668; K 1.0644; C -0.3993

ORCA calculation (ωB97M-V/def2-TZVPD) on a molecular structure, C50H54Cl2N3O12Si2TeW.

Calculated values
Molar mass, g mol⁻¹: 1327.51
2S+1: 2
<S²>: 0.758
Relative energy (zero: lowest compared OMol25 entry of this formula, charge and spin), kJ/mol: 145.5
Net charge: -2

CARTESIAN COORDINATES (ANGSTROEM)
H1 -3.63311 -0.15281 1.55967
C1 -1.05853 1.11592 1.86957
C2 -0.72978 -0.16005 2.61857
H2 -1.44231 -1.45346 1.24726
H3 -6.34286 6.43314 2.40393
O1 -1.51454 2.07785 2.47410
H4 -2.24147 6.28965 -1.74801
H5 4.97177 0.02329 -3.55202
C3 -5.91591 7.39954 0.54696
O2 -0.94418 -5.50779 3.65044
C4 3.00842 -1.68297 -4.49049
H6 0.19316 -0.02381 3.18306
H7 -6.10964 1.72466 -5.73499
O3 1.91428 5.73044 1.66149
H8 -4.61056 0.83183 -5.99697
C5 -0.62962 -3.32277 2.83047
O4 1.14833 -4.83229 3.53603
C6 -5.02331 1.81551 -5.76144
O5 0.29519 -2.33687 -0.70219
C7 2.00335 3.31720 2.07225
H9 1.79015 0.43984 -2.50603
H10 -4.75597 2.48650 -6.58003
C8 4.07443 2.00585 -1.24754
O6 -0.84712 -0.24619 -1.55921
C9 -5.73605 6.41708 1.50280
C10 -2.62203 3.13252 -3.11601
H11 -5.21364 8.13947 -1.33767
C11 2.04768 -0.35617 -1.79425
C12 -3.45093 3.17985 -1.98099
C13 -4.69827 4.38903 2.47090
C14 -5.10726 7.36440 -0.58398
C15 1.51660 -2.37734 1.70318
C16 1.76657 4.60665 1.26796
C17 -4.79481 5.39588 1.34963
H12 -7.80214 -0.96734 2.11977
C18 -5.14494 -3.04447 2.47850
C19 -0.79253 -2.91334 -0.82220
C20 -4.42834 -0.83961 1.83005
H13 -3.55482 5.64094 -2.71255
H14 -5.97184 0.61137 1.55864
H15 4.02169 -0.12832 1.18408
C21 -6.77105 -1.29818 2.13601
Si1 2.05320 -1.91473 -2.85835
C22 1.36584 4.20073 -0.16151
W1 0.62038 -0.11269 -0.03236
O7 2.41890 3.25955 3.20827
H16 0.15522 -3.46034 -3.41191
H17 3.81642 2.43747 -0.28109
C23 -5.72760 2.75798 -0.90381
O8 1.01260 1.87713 -1.01451
H18 2.73195 -0.74197 -4.97639
C24 -0.15359 -4.62358 3.37505
H19 2.73759 -3.29692 -0.89218
C25 -2.02587 -2.25019 -1.09455
H20 4.09105 -1.72105 -4.41410
C26 0.13457 -2.38873 2.08191
C27 -5.28800 2.37198 -3.31888
Si2 3.82460 0.13638 -1.28984
C28 1.65248 2.26934 1.13810
H21 -1.53559 -0.44658 3.29604
H22 -5.21276 2.39512 -0.01266
Cl1 -5.91274 -3.17313 -1.46313
C29 -1.16459 3.48304 -3.05454
H23 -0.72572 3.47469 -4.05310
C30 -4.48740 2.31791 -4.44746
C31 1.27252 2.73056 -0.10530
C32 2.86463 -3.36969 -1.97314
H24 5.13562 2.20911 -1.42017
C33 -4.38128 -2.33581 -1.49551
O9 1.85152 -1.37226 0.89432
H25 -6.45838 9.47176 0.78746
O10 1.21430 4.94815 -1.09682
C34 -3.16450 -0.30391 -1.96812
H26 -0.79296 -4.01060 -0.76239
H27 -7.51449 8.34258 1.63877
C35 4.51136 -0.55484 0.31030
H28 6.08473 0.03246 -2.18084
C36 -4.34158 -1.00152 -1.93838
C37 5.14313 -0.38269 -2.55410
H29 -5.25964 -0.52016 -2.25270
H30 2.69216 -2.49351 -5.15520
H31 -6.32678 2.06180 -3.38755
C38 -4.15262 6.37370 -0.77279
N1 -0.50434 -1.19129 1.57518
H32 1.70790 -4.14555 3.05554
H33 3.93621 -3.40644 -2.18696
C39 -4.79257 2.78645 -2.08175
N2 -2.77714 -2.55449 2.07883
H34 -3.92096 3.64411 2.31818
C40 -4.11366 -2.15482 2.17651
H35 -4.48711 4.89963 3.41266
H36 -2.50869 2.65470 -5.19343
H37 2.43092 -4.31933 -2.30010
C41 -4.01228 5.35644 0.18994
C42 -6.46187 -2.61354 2.45611
C43 0.37607 -2.40617 -3.60609
C44 -3.29257 6.43020 -2.00532
C45 -5.74694 -0.41486 1.82152
C46 -1.96121 -0.89843 -1.51415
H38 -0.44989 -1.80649 -3.23976
H39 -6.57919 2.10767 -1.11103
C47 -3.15855 2.70333 -4.32507
H40 -5.65061 3.86524 2.59138
O11 1.74553 0.95785 1.25652
C48 -2.05121 -3.08525 2.97916
H41 5.26925 -1.46362 -2.63175
Cl2 -2.73619 -3.40088 4.59895
H42 -0.99757 4.46233 -2.60441
H43 5.57670 -0.30122 0.34273
H44 -7.25427 -3.31564 2.68679
O12 2.39057 -3.19141 2.03363
Te1 -2.63463 3.74594 -0.09810
H45 3.49769 2.52398 -2.01627
N3 -0.77750 1.05469 0.54317
C49 -3.23931 -2.96366 -1.09687
C50 -6.93693 8.49167 0.72614
H46 -0.61727 2.76474 -2.44226
H47 -3.40738 7.39247 -2.50605
H48 -3.13147 0.71868 -2.31273
H49 4.40841 -1.63874 0.37961
H50 -6.10524 3.75584 -0.66977
H51 0.41552 -2.27744 -4.69014
H52 -3.25665 -3.99100 -0.75383
H53 -7.63392 8.52158 -0.11412
H54 -4.90294 -4.07136 2.71725

Atom charges from the Löwdin analysis, given in e for atoms 1 to 5: H 0.1094; C -0.6345; C -0.0727; H 0.0875; H 0.1128

ORCA calculation (ωB97M-V/def2-TZVPD) on 3 unconnected molecules or ions with the total composition C11H20IN4O3 at a distorted geometry.

Calculated values
Molar mass, g mol⁻¹: 383.21
Relative energy (zero: lowest compared OMol25 entry of this formula, charge and spin), kJ/mol: 31.3
Net charge: +1

CARTESIAN COORDINATES (ANGSTROEM)
H1 -5.45014 0.63544 3.09841
H2 -1.64420 -0.64246 -3.41767
H3 5.87498 -1.93399 -0.86003
C1 -0.47076 -0.00967 -1.06973
H4 2.75486 -2.67470 -2.73726
C2 -1.01362 1.79068 2.41368
C3 -3.46080 1.55633 2.87101
H5 -1.28615 2.83368 -2.15726
I1 0.45673 -0.69306 3.98014
H6 -2.87163 -0.01698 -2.30826
H7 1.77248 -1.88803 -1.47763
C4 0.30164 1.05129 2.73955
O1 5.18041 -3.57846 -1.81859
O2 -0.83845 -1.14966 -0.83280
O3 1.30621 1.50687 2.29164
H8 -1.09705 2.64769 3.09155
N1 -0.95388 0.77478 -2.04472
C5 -4.39396 0.59287 2.87689
H9 3.30930 0.14353 -1.20237
C6 -2.00271 0.25279 -2.90985
C7 3.72681 -0.58061 -0.49687
C8 5.02920 -2.50110 -1.28574
C9 2.64472 -2.51084 -1.66430
H10 -1.64874 -0.93623 1.98705
C10 -2.46827 -0.29101 2.28981
H11 2.51077 -3.47932 -1.18085
H12 -0.96670 2.18280 1.39024
H13 -3.68693 2.58638 3.11698
N2 -3.72772 -0.57143 2.51787
H14 0.31632 2.37148 -1.54548
C11 -0.46304 2.12443 -2.26522
H15 0.32211 0.48054 -0.47431
N3 -2.24342 0.99671 2.51476
H16 -0.05256 2.20273 -3.27255
H17 -4.08389 -1.51337 2.42573
H18 -2.28643 1.00064 -3.64562
H19 4.70048 -0.22834 -0.16200
N4 3.84094 -1.86894 -1.14508
H20 3.06307 -0.66346 0.36888

Atom charges from the Löwdin analysis, given in e for atoms 1 to 5: H 0.1426; H 0.1002; H 0.1332; C -0.3786; H 0.0965

no.,E (eV)
1,-35540.088
2,-89710.042
3,-131691.976
4,-31928.134